Entry 1:
{"formula": "C15H23NO3", "method": "the ωB97M-V functional and the def2-TZVPD basis", "species": ["C", "C", "C", "C", "C", "C", "C", "C", "C", "C", "O", "C", "N", "C", "O", "C", "C", "C", "O", "H", "H", "H", "H", "H", "H", "H", "H", "H", "H", "H", "H", "H", "H", "H", "H", "H", "H", "H", "H", "H", "H", "H"], "coordinates": [[4.380, 1.712, 0.908], [4.138, 1.524, -0.669], [3.558, 0.094, -1.090], [2.192, 0.192, -1.951], [1.199, -1.046, -1.712], [-0.281, -0.583, -1.232], [-0.479, -0.678, 0.335], [-1.641, -1.171, 0.984], [-2.905, -1.654, 0.154], [-3.612, -0.522, -0.732], [-5.062, -0.701, -0.706], [-3.255, 0.983, -0.311], [-4.405, 1.920, -0.647], [-1.616, -1.215, 2.586], [-2.623, -0.959, 3.267], [-0.189, -1.573, 3.225], [0.959, -1.044, 2.591], [0.704, -0.177, 1.298], [1.301, 0.865, 0.981], [3.699, 2.568, 1.252], [3.970, 0.771, 1.424], [5.459, 1.919, 1.195], [5.127, 1.745, -1.208], [3.390, 2.311, -1.023], [3.412, -0.596, -0.183], [4.328, -0.413, -1.776], [2.411, 0.233, -3.077], [1.651, 1.142, -1.636], [1.106, -1.624, -2.700], [1.601, -1.768, -0.924], [-1.103, -1.177, -1.767], [-0.458, 0.515, -1.522], [-3.663, -2.115, 0.859], [-2.544, -2.479, -0.558], [-3.290, -0.674, -1.822], [-5.304, -0.397, 0.195], [-3.047, 1.134, 0.793], [-2.390, 1.339, -0.977], [-3.993, 2.706, -1.182], [-4.671, 2.368, 0.249], [-0.055, -2.227, 4.136], [2.001, -1.247, 2.974]], "nbo_charge": [-0.62, -0.41, -0.40, -0.41, -0.40, -0.45, -0.04, -0.06, -0.48, 0.09, -0.70, -0.27, -0.83, 0.53, -0.51, -0.24, -0.27, 0.53, -0.52, 0.22, 0.20, 0.21, 0.20, 0.20, 0.20, 0.21, 0.21, 0.21, 0.22, 0.20, 0.23, 0.23, 0.25, 0.23, 0.18, 0.46, 0.20, 0.20, 0.36, 0.35, 0.24, 0.25], "e_tot_ha": -865.6620, "smiles": "CCCCCCC1=C(C[C@@H](O)CN)C(=O)C=CC1=O", "e_lumo_ev": -1.0396, "multiplicity": 1, "gap_ev": 8.40, "homo_energy_ev": -9.4, "e_above_lowest_kcal_mol": 162.5, "mol_weight_da": 265.35}

---

Entry 2:
{"formula": "C19H21N7O2", "method": "the ωB97M-V functional and the def2-TZVPD basis", "species": ["C", "C", "C", "C", "O", "N", "C", "C", "N", "C", "N", "C", "C", "C", "N", "C", "C", "C", "C", "N", "O", "C", "C", "C", "N", "N", "C", "C", "H", "H", "H", "H", "H", "H", "H", "H", "H", "H", "H", "H", "H", "H", "H", "H", "H", "H", "H", "H", "H"], "coordinates": [[3.082, -2.748, -1.943], [2.221, -2.857, -3.209], [1.110, -1.790, -3.351], [1.199, -0.597, -2.389], [1.826, 0.421, -2.680], [0.604, -0.695, -1.136], [0.356, 0.363, -0.159], [0.570, 1.778, -0.328], [0.293, 2.717, 0.637], [-0.263, 2.257, 1.786], [-0.593, 2.957, 2.899], [-1.130, 2.156, 3.887], [-1.592, 2.665, 5.191], [-2.042, 3.997, 5.190], [-2.584, 4.602, 6.265], [-2.641, 3.906, 7.378], [-2.193, 2.578, 7.517], [-1.635, 1.947, 6.398], [-1.064, 0.588, 6.575], [0.151, 0.192, 6.148], [-1.455, -0.228, 7.394], [-1.178, 0.889, 3.331], [-0.519, 0.913, 2.036], [-0.175, -0.034, 1.078], [1.297, -1.385, -4.762], [2.145, -2.319, -5.406], [3.128, -2.735, -4.431], [3.804, -4.045, -4.833], [3.596, -1.772, -1.897], [2.469, -2.960, -1.073], [3.910, -3.476, -1.964], [1.774, -3.827, -3.230], [0.106, -2.196, -3.180], [0.190, -1.591, -0.960], [0.897, 2.121, -1.299], [-0.443, 4.004, 2.974], [-1.988, 4.589, 4.281], [-3.052, 4.376, 8.265], [-2.200, 2.110, 8.489], [0.334, -0.783, 6.345], [0.419, 0.606, 5.260], [-1.623, 0.038, 3.850], [-0.434, -1.088, 1.232], [1.688, -0.442, -4.794], [1.608, -3.119, -5.746], [3.879, -1.949, -4.298], [4.609, -4.250, -4.112], [3.108, -4.862, -4.801], [4.289, -3.962, -5.819]], "nbo_charge": [-0.62, -0.23, -0.16, 0.68, -0.62, -0.61, 0.09, 0.03, -0.42, 0.33, -0.53, 0.14, -0.09, 0.06, -0.39, 0.04, -0.19, -0.08, 0.63, -0.80, -0.61, -0.28, -0.13, -0.17, -0.46, -0.45, -0.06, -0.62, 0.22, 0.20, 0.21, 0.20, 0.19, 0.39, 0.23, 0.43, 0.19, 0.20, 0.25, 0.41, 0.38, 0.23, 0.21, 0.38, 0.34, 0.19, 0.22, 0.20, 0.23], "e_tot_ha": -1270.3860, "smiles": "C[C@H]1[C@@H](C(=O)Nc2cnc3[nH]c(-c4cnccc4C(N)=O)cc3c2)NN[C@@H]1C", "e_lumo_ev": -0.4183, "multiplicity": 1, "gap_ev": 8.15, "homo_energy_ev": -8.6, "e_above_lowest_kcal_mol": 66.8, "mol_weight_da": 379.42}

---

Entry 3:
{"formula": "C2H5N3S", "method": "the ωB97M-V functional and the def2-TZVPD basis", "species": ["N", "N", "C", "C", "N", "S", "H", "H", "H", "H", "H"], "coordinates": [[-2.201, -0.572, -0.163], [-0.999, 0.043, -0.005], [0.089, -0.618, -0.023], [1.418, 0.049, -0.122], [1.310, 1.378, -0.010], [2.813, -0.822, -0.046], [-2.897, -0.045, 0.301], [-2.223, -1.542, 0.119], [0.067, -1.755, 0.123], [2.147, 1.968, 0.078], [0.476, 1.916, -0.252]], "nbo_charge": [-0.60, -0.22, -0.04, 0.06, -0.76, -0.13, 0.37, 0.34, 0.17, 0.40, 0.41], "e_tot_ha": -641.6252, "smiles": "N/N=C/C(N)=S", "e_lumo_ev": 0.0107, "multiplicity": 1, "gap_ev": 8.52, "homo_energy_ev": -8.5, "e_above_lowest_kcal_mol": 36.9, "mol_weight_da": 103.15}

---

Entry 4:
{"formula": "C2NO2S2", "method": "the ωB97M-V functional and the def2-TZVPD basis", "species": ["C", "C", "N", "O", "O", "S", "S"], "coordinates": [[4.634, 0.474, -0.399], [-3.523, 0.384, 0.754], [-3.939, 1.099, 1.548], [4.865, 0.170, -1.501], [-2.814, -2.341, -0.788], [4.356, 1.106, 0.989], [-3.579, -0.893, -0.603]], "nbo_charge": [0.43, 0.02, -0.50, -0.46, -0.96, 0.03, 0.44], "e_tot_ha": -1077.8243, "e_lumo_ev": 2.1961, "multiplicity": 1, "gap_ev": 5.15, "total_charge": -1, "homo_energy_ev": -3.0, "e_above_lowest_kcal_mol": 70.5, "mol_weight_da": 134.16}